A molecular structure, C21H32BaN5S2Si2Te. Source: the Open Molecules 2025 dataset; level of theory: ωB97M-V with the def2-TZVPD basis set.

CARTESIAN COORDINATES (ANGSTROEM)
1 Ba 0.251 0.205 0.690
2 N 1.101 4.659 -0.211
3 C 2.430 4.428 0.054
4 C 2.467 3.301 0.811
5 N 1.195 2.835 1.023
6 C 0.398 3.674 0.395
7 C -1.051 3.524 0.360
8 N -1.675 2.408 0.676
9 C -3.012 2.685 0.533
10 C -3.186 3.972 0.130
11 N -1.922 4.501 0.017
12 H 0.739 5.386 -0.802
13 H 3.201 5.071 -0.328
14 H 3.334 2.800 1.208
15 H -3.774 1.952 0.729
16 H -4.064 4.551 -0.081
17 H -1.707 5.457 -0.205
18 S 1.587 0.779 -1.903
19 C 2.553 -0.509 -1.227
20 N 2.233 -1.246 -0.184
21 C 3.191 -2.206 0.068
22 C 3.136 -3.146 1.098
23 C 4.193 -4.017 1.253
24 C 5.298 -3.964 0.397
25 C 5.361 -3.045 -0.629
26 C 4.298 -2.164 -0.791
27 S 4.077 -0.900 -1.953
28 H 2.280 -3.187 1.762
29 H 4.166 -4.753 2.045
30 H 6.116 -4.656 0.534
31 H 6.219 -3.017 -1.286
32 C -1.638 -1.161 7.665
33 Si -1.174 -1.623 5.905
34 C -0.126 -3.178 5.912
35 C -2.707 -1.874 4.841
36 C -0.234 -0.163 5.142
37 Te 1.360 -0.674 3.826
38 C 2.508 1.118 4.000
39 Si 4.358 0.820 3.778
40 C 4.599 -0.163 2.196
41 C 5.174 2.509 3.668
42 C 5.027 -0.118 5.255
43 H -2.248 -1.941 8.119
44 H -2.202 -0.231 7.717
45 H -0.749 -1.042 8.284
46 H -0.686 -3.965 6.417
47 H 0.815 -3.050 6.447
48 H 0.121 -3.546 4.915
49 H -3.270 -2.753 5.152
50 H -2.444 -2.025 3.792
51 H -3.380 -1.020 4.894
52 H 0.239 0.441 5.918
53 H -0.932 0.491 4.619
54 H 2.288 1.481 5.006
55 H 2.124 1.857 3.297
56 H 4.103 0.269 1.323
57 H 4.232 -1.188 2.291
58 H 5.659 -0.236 1.955
59 H 4.771 3.128 2.866
60 H 6.243 2.404 3.493
61 H 5.050 3.062 4.598
62 H 4.490 -1.053 5.429
63 H 4.968 0.476 6.165
64 H 6.074 -0.373 5.095

Computed properties:
HOMO   -9.95 eV
Kohn-Sham gap   7.38 eV
2S+1   1
Charge   +1


A molecular structure, C32H28N6O6S3Sc at a distorted geometry. Source: the Open Molecules 2025 dataset; level of theory: ωB97M-V with the def2-TZVPD basis set.

CARTESIAN COORDINATES (ANGSTROEM)
1 Sc -0.361 -0.178 -0.357
2 C -2.184 3.050 0.137
3 C -1.377 2.726 1.366
4 C -1.587 3.519 2.490
5 C -1.013 3.167 3.690
6 C -0.176 2.065 3.709
7 C 0.044 1.363 2.536
8 N -0.584 1.645 1.380
9 C 1.010 0.246 2.531
10 C 1.984 0.143 3.517
11 C 2.796 -0.974 3.545
12 C 2.633 -1.945 2.574
13 C 1.710 -1.730 1.564
14 N 0.911 -0.651 1.541
15 C 1.547 -2.697 0.457
16 C 2.564 -3.568 0.117
17 C 2.346 -4.465 -0.917
18 C 1.098 -4.509 -1.494
19 C 0.097 -3.634 -1.065
20 C -1.295 -3.822 -1.562
21 N 0.352 -2.677 -0.157
22 H -3.442 1.631 0.518
23 H -1.711 2.635 -0.753
24 H -2.271 4.129 0.031
25 H -2.239 4.378 2.407
26 H -1.209 3.727 4.594
27 H 0.289 1.753 4.631
28 H 2.110 0.928 4.246
29 H 3.544 -1.088 4.317
30 H 3.220 -2.851 2.598
31 H 3.516 -3.526 0.625
32 H 3.132 -5.135 -1.241
33 H 0.860 -5.228 -2.265
34 H -1.543 -4.883 -1.541
35 H -1.399 -3.467 -2.587
36 H -2.004 -3.271 -0.958
37 C 0.135 5.401 -1.872
38 N 0.791 4.257 -2.467
39 C 0.807 3.975 -3.825
40 C 1.503 2.850 -4.001
41 N 1.918 2.414 -2.740
42 C 1.479 3.312 -1.774
43 S 1.795 3.352 -0.136
44 C 2.636 1.223 -2.520
45 C 3.549 0.800 -3.485
46 C 4.371 -0.268 -3.194
47 C 4.297 -0.840 -1.932
48 C 3.330 -0.371 -1.067
49 N 2.455 0.592 -1.367
50 H 0.305 6.278 -2.494
51 H 0.560 5.562 -0.886
52 H -0.938 5.226 -1.781
53 H 0.317 4.607 -4.544
54 H 1.673 2.286 -4.898
55 H 3.645 1.328 -4.421
56 H 5.096 -0.616 -3.917
57 H 4.971 -1.630 -1.631
58 H 3.269 -0.754 -0.061
59 O -0.059 0.335 -4.130
60 S -0.831 0.218 -2.937
61 O -0.648 -1.079 -2.243
62 O -0.468 1.187 -1.839
63 C -2.490 0.741 -3.283
64 C -2.614 1.547 -4.406
65 C -3.800 2.231 -4.627
66 C -4.838 2.133 -3.714
67 C -4.704 1.331 -2.589
68 C -3.536 0.627 -2.367
69 S -3.580 -0.602 -1.017
70 O -3.344 -1.842 -1.749
71 O -3.511 2.577 0.338
72 O -2.292 -0.204 -0.160
73 H -1.777 1.629 -5.086
74 H -3.907 2.847 -5.510
75 H -5.762 2.670 -3.881
76 H -5.514 1.249 -1.875

Computed properties:
ΔE to the lowest compared entry with this formula, charge and spin   54.5 kcal per mole
HOMO   -9.77 eV
Kohn-Sham gap   6.45 eV
2S+1   1
Charge   +1


A molecular structure, C7H24NO6V at a distorted geometry. Source: the Open Molecules 2025 dataset; level of theory: ωB97M-V with the def2-TZVPD basis set.

CARTESIAN COORDINATES (ANGSTROEM)
1 V 26.095 -1.463 -9.011
2 C 29.244 -2.478 -7.893
3 O 28.368 -2.434 -9.008
4 H 30.126 -2.933 -8.344
5 H 29.554 -1.520 -7.475
6 H 28.915 -3.076 -7.043
7 C 27.419 1.836 -7.909
8 O 27.070 0.568 -8.484
9 H 27.894 2.537 -8.595
10 H 26.550 2.415 -7.598
11 H 28.002 1.579 -7.024
12 C 26.037 -1.046 -12.488
13 O 26.663 -1.505 -11.276
14 H 26.344 -0.015 -12.663
15 H 26.511 -1.608 -13.294
16 H 24.959 -1.153 -12.369
17 C 24.324 -3.010 -5.204
18 C 24.580 -1.788 -6.133
19 C 24.068 -0.400 -5.555
20 O 23.517 0.445 -6.646
21 C 23.161 1.787 -6.206
22 N 25.917 -1.757 -6.734
23 H 24.622 -3.980 -5.601
24 H 23.249 -3.161 -5.100
25 H 24.848 -2.943 -4.250
26 H 23.972 -1.984 -7.016
27 H 24.819 0.243 -5.096
28 H 23.237 -0.411 -4.850
29 H 24.011 2.470 -6.196
30 H 22.519 1.892 -5.331
31 H 22.660 2.251 -7.055
32 H 26.312 -0.851 -6.526
33 H 26.512 -2.348 -6.171
34 O 24.925 -3.312 -9.137
35 H 24.073 -3.183 -8.720
36 H 24.942 -4.241 -9.365
37 O 24.011 -0.499 -9.395
38 H 23.615 -0.090 -8.626
39 H 23.346 -0.418 -10.079

Computed properties:
ΔE to the lowest compared entry with this formula, charge and spin   35.9 kcal per mole
HOMO (alpha / beta)   -2.40 / -2.58 eV
Kohn-Sham gap (alpha / beta)   4.62 / 4.78 eV
2S+1   4
Charge   -1


A molecular structure, C3H4N2O. Source: the Open Molecules 2025 dataset; level of theory: ωB97M-V with the def2-TZVPD basis set.

CARTESIAN COORDINATES (ANGSTROEM)
1 O -1.318 0.896 -0.020
2 C -0.828 -0.505 0.662
3 C 0.221 0.500 0.808
4 C 1.278 0.196 -0.100
5 N 0.959 -0.882 -0.783
6 N -0.267 -1.235 -0.417
7 H -1.909 1.230 0.673
8 H 0.246 1.259 1.580
9 H 2.217 0.706 -0.262
10 H -0.567 -2.157 -0.691

Computed properties:
ΔE to the lowest compared entry with this formula, charge and spin   124.0 kcal per mole
HOMO (alpha / beta)   -8.32 / -8.32 eV
Kohn-Sham gap (alpha / beta)   8.01 / 8.01 eV
2S+1   1


8 unconnected molecules or ions with the total composition C4H26N2O8 at a distorted geometry. Source: the Open Molecules 2025 dataset; level of theory: ωB97M-V with the def2-TZVPD basis set.

CARTESIAN COORDINATES (ANGSTROEM)
1 C -2.978 0.274 -0.088
2 N -2.047 0.060 -1.170
3 C -0.708 0.514 -0.789
4 C 0.321 -0.070 -1.720
5 N 0.634 -1.434 -1.236
6 C 1.556 0.856 -1.787
7 O 2.290 1.017 -0.599
8 H -2.678 1.275 0.299
9 H -2.765 -0.402 0.751
10 H -3.997 0.186 -0.395
11 H -2.070 -0.841 -1.447
12 H -0.671 1.640 -0.765
13 H -0.413 0.254 0.303
14 H -0.060 -0.171 -2.817
15 H 0.845 -1.484 -0.260
16 H 1.220 -1.898 -1.747
17 H 2.338 0.604 -2.554
18 H 1.084 1.708 -2.394
19 H 2.333 1.992 -0.236
20 O 1.308 3.416 0.170
21 H 1.996 3.635 0.705
22 H 1.097 4.019 -0.376
23 O 0.295 -0.766 2.816
24 H -0.557 -0.728 3.360
25 H 0.325 -1.291 1.973
26 O 0.630 2.040 2.207
27 H 0.463 1.096 2.407
28 H 0.533 2.215 1.317
29 O 0.386 -3.065 1.763
30 H 1.075 -3.710 1.456
31 H 0.113 -3.625 2.582
32 O 2.755 -1.734 1.736
33 H 3.370 -1.483 1.087
34 H 2.269 -0.950 1.839
35 O -1.997 -3.530 0.701
36 H -1.081 -3.019 0.870
37 H -2.258 -3.449 -0.266
38 O -1.719 2.319 -2.871
39 H -2.407 1.966 -2.348
40 H -0.827 2.565 -2.478

Computed properties:
ΔE to the lowest compared entry with this formula, charge and spin   84.6 kcal per mole
HOMO   -8.83 eV
Kohn-Sham gap   9.01 eV
SMILES   CNC[C@H](N)CO.O.O.O.O.O.O.O
2S+1   1


A molecular structure, C6H11N at a distorted geometry. Source: the Open Molecules 2025 dataset; level of theory: ωB97M-V with the def2-TZVPD basis set.

CARTESIAN COORDINATES (ANGSTROEM)
1 C 1.081 1.747 -0.331
2 C 1.045 0.281 0.193
3 C -0.050 -0.094 1.326
4 C -1.155 -0.817 0.488
5 C -1.098 -0.086 -0.821
6 C -0.060 -1.661 -0.193
7 H 1.211 2.613 0.454
8 H 1.642 1.817 -1.156
9 H 0.048 2.098 -0.864
10 H 1.975 -0.286 0.562
11 H 0.432 -0.850 2.171
12 H -0.349 0.957 1.744
13 H -2.326 -0.925 0.926
14 H -1.511 -0.729 -1.715
15 H -1.412 0.993 -1.193
16 H 0.669 -2.319 0.347
17 H -0.506 -2.307 -1.013
18 N 0.363 -0.430 -0.927

Computed properties:
ΔE to the lowest compared entry with this formula, charge and spin   105.0 kcal per mole
HOMO   -8.96 eV
Kohn-Sham gap   10.03 eV
2S+1   1